{
  "formula": "C3H6N2O",
  "method": "ωB97M-V/def2-TZVPD",
  "homo_lumo_gap_ev": 10.6,
  "smiles": "O=C1NCCN1",
  "charge": 0,
  "lumo_ev": 0.8,
  "homo_ev": -9.78,
  "elements": ["O", "N", "N", "C", "C", "C", "H", "H", "H", "H", "H", "H"],
  "coordinates": [[2.6036, -0.0679, -0.6417], [0.6895, 1.0236, 0.0386], [0.5274, -1.1792, -0.2485], [-0.7283, 0.7672, -0.0754], [1.4499, -0.1201, -0.2901], [-0.7994, -0.6185, 0.4544], [-1.0716, 0.7245, -1.1208], [1.0415, 1.8738, -0.3773], [-1.3460, 1.4634, 0.4857], [0.0199, -2.0212, 0.0084], [-1.7810, -1.1150, 0.2373], [-0.6055, -0.7307, 1.5294]],
  "forces_ev_per_angstrom": [[-0.450, -0.679, 0.339], [0.215, 0.261, -0.157], [-3.924, 0.633, 1.095], [-0.295, 0.359, 0.099], [-0.840, -0.017, -0.137], [0.786, 0.409, -0.209], [0.074, 0.235, 0.100], [0.148, -0.136, 0.055], [0.111, 0.245, 0.049], [3.153, -1.706, -0.743], [1.202, -0.036, -0.366], [-0.180, 0.432, -0.126]]
}

---

{
  "formula": "H16O8",
  "method": "ωB97M-V/def2-TZVPD",
  "homo_lumo_gap_ev": 10.5,
  "smiles": "O.O.O.O.O.O.O.O",
  "charge": 0,
  "lumo_ev": -0.5,
  "homo_ev": -10.98,
  "elements": ["O", "O", "O", "O", "O", "O", "O", "O", "H", "H", "H", "H", "H", "H", "H", "H", "H", "H", "H", "H", "H", "H", "H", "H"],
  "coordinates": [[0.6730, 0.3986, 0.3058], [1.3763, 2.0682, -1.8069], [-2.3955, -0.6300, 1.9847], [-0.8082, 4.2350, -0.6888], [1.4420, -3.7404, -0.3501], [-1.8201, 1.2893, -0.0255], [-0.3749, -1.8706, -0.4585], [1.6654, -1.8088, 2.1832], [-2.1873, 0.0105, 1.2884], [-0.8830, -1.3986, -1.0953], [-0.8625, 1.1716, 0.1492], [-0.4331, 3.3667, -0.6669], [1.9555, -3.9264, 0.3888], [-1.9137, -0.2984, 2.7334], [-1.2928, 4.2293, -1.5451], [0.7472, 1.9758, -2.5148], [2.1551, 1.5413, -1.9740], [1.0683, 0.8560, -0.4619], [1.1413, -2.8451, -0.2214], [-2.0299, 0.8703, -0.8428], [2.2648, -1.5974, 1.4643], [-1.0829, -2.4570, -0.2627], [1.2926, -0.9776, 2.3958], [0.3024, -0.4621, 0.0211]],
  "forces_ev_per_angstrom": [[0.328, 0.271, -0.063], [-0.018, 0.356, 0.930], [-0.151, -0.311, -0.441], [-0.811, 0.788, -1.247], [-0.808, -0.054, -2.047], [-0.064, 0.669, 0.922], [-0.085, 0.319, -0.449], [0.656, -1.387, -0.329], [-0.231, 0.165, -0.080], [-0.071, 1.244, -1.418], [-0.028, -0.231, -0.122], [0.418, -0.821, 0.300], [1.402, -0.695, 2.094], [0.242, 0.088, 0.610], [0.384, 0.206, 0.984], [-0.008, -0.218, -0.641], [0.271, -0.106, -0.609], [-0.296, -0.197, 0.362], [-0.261, 0.252, 0.000], [-0.148, -0.394, -0.921], [0.156, 0.047, -0.051], [-0.560, -1.646, 1.467], [-0.735, 1.370, 0.359], [0.418, 0.286, 0.389]]
}

---

{
  "formula": "C8H12ClPS",
  "method": "ωB97M-V/def2-TZVPD",
  "homo_lumo_gap_ev": [5.6, 6.4],
  "charge": 0,
  "lumo_ev": [-2.1, -1.7],
  "homo_ev": [-7.63, -8.11],
  "elements": ["Cl", "S", "P", "C", "C", "C", "C", "C", "C", "C", "C", "H", "H", "H", "H", "H", "H", "H", "H", "H", "H", "H", "H"],
  "coordinates": [[-2.8528, 0.6646, 1.3498], [-1.6126, 0.9604, -0.6616], [1.0423, -0.7365, -1.0077], [-0.6145, -0.4147, -1.3441], [1.3165, -0.0733, 0.8294], [2.8718, -0.2380, 0.9182], [-2.8654, 0.7373, -1.7503], [-2.5592, -0.3350, -2.6665], [-1.3897, -0.9118, -2.4431], [0.5584, -0.9968, 1.8309], [0.8968, 1.3347, 0.9542], [-1.0122, -1.7919, -2.9409], [-0.0675, 1.3728, 1.2997], [1.0780, 2.0625, 0.0763], [0.8537, -2.0744, 1.7247], [3.2353, 0.1982, 1.8082], [-3.1932, -0.6325, -3.4388], [-3.7195, 1.4195, -1.6673], [3.2572, 0.4208, 0.0287], [-0.4949, -0.9704, 1.6927], [0.5607, -0.4286, 2.8065], [3.1236, -1.2267, 0.8120], [1.5873, 1.6599, 1.7887]],
  "forces_ev_per_angstrom": [[-0.206, -0.151, 0.764], [-0.097, -0.288, -0.632], [-1.171, 0.161, 1.162], [-0.220, 0.740, -0.366], [0.520, -2.613, -2.134], [-1.835, 3.590, -2.393], [0.815, -0.350, -0.626], [-1.565, 2.420, 1.409], [2.910, -1.553, 0.879], [0.624, 0.911, -0.052], [3.426, 2.088, 0.005], [-0.157, -0.035, -0.282], [-2.373, 0.563, 0.758], [-0.259, -1.387, 1.231], [0.149, 1.121, 0.864], [0.494, 0.304, 1.165], [-1.078, -0.327, -1.030], [0.361, -0.608, -0.262], [-0.151, -1.380, 1.581], [-1.088, -0.011, -0.851], [0.893, -1.349, -0.301], [0.965, -2.310, -0.294], [-0.957, 0.466, -0.597]]
}

---

{
  "formula": "C20H35N5",
  "method": "ωB97M-V/def2-TZVPD",
  "homo_lumo_gap_ev": 11.4,
  "smiles": "CCCC#N.CCCC#N.CCCC#N.CCCC#N.CCCC#N",
  "charge": 0,
  "lumo_ev": 0.2,
  "homo_ev": -11.12,
  "elements": ["N", "N", "N", "N", "N", "C", "C", "C", "C", "C", "C", "C", "C", "C", "C", "C", "C", "C", "C", "C", "C", "C", "C", "C", "C", "H", "H", "H", "H", "H", "H", "H", "H", "H", "H", "H", "H", "H", "H", "H", "H", "H", "H", "H", "H", "H", "H", "H", "H", "H", "H", "H", "H", "H", "H", "H", "H", "H", "H", "H"],
  "coordinates": [[3.4499, -2.3205, 1.1016], [-5.0678, 0.3273, 8.3351], [5.3278, 7.4568, -6.0665], [-9.0775, 1.9809, -3.8677], [-3.2778, -9.1494, -2.1540], [7.9671, 5.2323, -5.7145], [-4.0638, 0.7214, 8.0065], [-1.4349, 0.7947, 8.2693], [-5.8372, 0.6246, -1.9695], [3.6037, -1.3085, 0.5888], [-1.3230, -7.3703, 0.5193], [-1.8063, -5.9903, 0.1234], [-6.5086, 2.5257, -3.5515], [8.5809, 3.7957, -5.7767], [3.7308, 0.0166, -0.0875], [-2.7894, 1.2867, 7.5978], [-2.3769, -8.5086, 0.2906], [-2.8434, -8.8404, -1.0574], [-7.9468, 2.2191, -3.6776], [-5.5631, 1.4050, -3.3155], [1.8148, 1.2786, 1.0604], [5.8201, 6.4737, -5.8143], [-1.2918, -0.7245, 8.0542], [3.3290, 1.3033, 0.6295], [6.4742, 5.1980, -5.4385], [1.7055, 0.5614, 1.8738], [-2.7415, -5.8018, 0.6506], [-0.5504, 1.3060, 7.8894], [9.6526, 3.9488, -5.9041], [3.0465, -0.0519, -0.9331], [-2.6826, 1.1323, 6.5241], [8.1641, 5.6137, -6.7164], [1.6825, 2.2485, 1.5399], [-0.8827, -7.4848, 1.5098], [8.4573, 5.8399, -4.9538], [-4.5391, 1.7780, -3.2981], [5.9161, 4.3680, -5.8717], [-5.5431, 0.8268, -4.2393], [-0.4560, -7.5726, -0.1096], [-5.6834, 1.3351, -1.1573], [-6.3744, 3.1071, -2.6392], [1.0392, 1.0644, 0.3251], [-6.8177, 0.1508, -1.9218], [-1.5895, 1.0070, 9.3272], [-2.0799, -9.4563, 0.7397], [-5.0710, -0.1369, -1.8242], [-0.6412, -1.1358, 8.8259], [-6.3055, 3.2049, -4.3795], [-0.8004, -0.9870, 7.1173], [6.4009, 5.1720, -4.3513], [4.7603, 0.1118, -0.4327], [-2.9384, 2.3553, 7.7530], [8.3103, 3.0156, -6.4883], [3.9500, 1.3218, 1.5250], [8.5462, 3.2856, -4.8140], [-3.3227, -8.1972, 0.7341], [-1.9297, -5.8465, -0.9500], [-1.0176, -5.2972, 0.4160], [3.5884, 2.1887, 0.0490], [-2.1433, -1.4036, 8.0986]],
  "forces_ev_per_angstrom": [[0.035, -0.369, 0.123], [-2.454, -0.981, 0.757], [-1.129, 2.307, -0.645], [2.607, 0.573, 0.559], [2.548, 1.847, 6.430], [0.068, -1.959, -1.546], [2.700, 0.352, -0.336], [-2.606, -1.084, 0.033], [0.726, 0.535, -1.300], [-0.136, 1.579, 0.046], [0.307, -1.361, -1.640], [0.217, -0.054, 0.711], [-0.918, 1.541, 1.037], [1.155, 0.422, 1.408], [-0.137, -0.373, -0.759], [1.372, 0.665, -0.535], [-0.227, 0.471, 0.249], [-1.868, -1.518, -6.756], [-2.144, -0.948, -0.509], [0.490, -1.726, -0.240], [1.551, 0.516, 0.866], [1.225, -2.731, 0.659], [1.081, -0.538, 0.296], [-1.035, -1.234, 1.009], [-0.335, 1.159, 0.558], [-0.037, -0.214, -0.102], [0.010, 0.515, -0.111], [-0.368, 0.208, -0.045], [0.149, -0.077, -0.226], [0.333, -0.193, -0.445], [-0.179, 0.057, -0.125], [-0.071, 0.580, 0.168], [-0.627, 0.080, -0.189], [-0.643, 0.374, 0.296], [0.146, -0.096, -0.230], [-0.052, 0.389, 0.312], [0.245, -0.001, -0.059], [-0.214, -0.869, 0.313], [0.068, -0.303, -0.222], [-0.369, 0.013, 0.126], [-0.510, 0.640, -0.006], [0.400, 0.217, -0.306], [0.011, 0.215, -0.023], [0.497, -0.018, 0.091], [0.093, 0.105, 0.177], [-0.086, -0.117, -0.149], [0.251, 0.079, 0.059], [0.456, -0.246, -0.121], [0.027, 0.323, -0.192], [-0.449, -0.420, 0.082], [-0.051, -0.171, -0.230], [0.325, 0.189, -0.101], [-0.689, 0.732, -0.457], [-0.199, 0.422, 0.262], [-0.312, 0.081, 0.286], [0.012, -0.019, 0.655], [-0.212, -0.376, 0.022], [-0.302, 0.323, 0.190], [-0.106, -0.262, -0.274], [-0.644, 0.749, 0.099]]
}

---

In order of appearance, DFT total energy = -8234.470; -16639.343; -41133.445; -28755.007 eV.
In order of appearance, energy above the lowest of the compared OMol25 structures with the same formula, charge and spin = 51.4; 61.5; 45.7; 56.2 kcal per mole.